# 1
This record from the Open Molecules 2025 dataset describes a single C9H10N2O3S molecule. The level of theory is wB97M-V/def2-TZVPD.

```
25
Properties=species:S:1:pos:R:3:forces:R:3
C 0.872 2.062 -2.538 0.6 2.1 -2.1
C 1.455 0.912 -3.076 -0.3 0.0 0.0
C 0.022 2.074 -1.451 2.1 0.3 0.1
C 1.229 -0.259 -2.373 1.7 -1.6 -0.1
C -0.109 0.899 -0.752 -0.7 -0.6 -1.2
C 0.456 -0.303 -1.255 -1.7 1.8 1.8
C -1.697 -0.724 2.085 -0.6 0.5 -0.9
C -0.592 -0.311 1.141 2.5 -0.3 2.0
C 0.657 0.038 2.080 0.5 1.4 -2.7
N -0.897 0.804 0.346 -1.4 2.0 1.8
N -1.872 -2.038 2.029 -1.3 -2.0 1.7
O -2.326 0.100 2.751 0.9 -1.0 -0.7
O 1.148 -2.312 0.317 -0.6 0.9 0.1
O -1.108 -2.305 -0.472 -3.9 -2.4 -2.1
S -0.019 -1.548 -0.099 5.1 1.3 1.0
H 1.132 3.077 -3.026 -0.5 -1.8 0.8
H 2.059 0.910 -3.996 -0.2 0.2 0.8
H -0.078 3.001 -0.923 -0.9 0.5 -0.1
H 1.844 -1.159 -2.497 -0.4 0.2 -0.8
H 1.359 0.583 1.351 -0.6 -0.9 1.1
H 1.195 -0.773 2.533 -0.1 -0.5 0.2
H 0.359 0.807 2.778 -0.3 -0.1 0.4
H -1.121 1.660 0.942 0.4 -1.5 -1.5
H -1.395 -2.749 1.467 -0.2 1.1 0.1
H -2.572 -2.447 2.638 0.1 0.3 0.0
```
Positions in Å, forces in eV/Å.

Values from the calculation:
E (a.u.): -1082.3363
HOMO energy (eV): -8.7
Charge: 0
Relative energy (zero: lowest compared OMol25 entry of this formula, charge and spin) (kcal/mol): 14.9
SMILES: C[C@@]1(C(N)=O)Nc2ccccc2S1(=O)=O


# 2
This record from the Open Molecules 2025 dataset describes 3 unconnected molecules or ions with the total composition C13H19NO9P. The level of theory is wB97M-V/def2-TZVPD.

```
43
Properties=species:S:1:pos:R:3:forces:R:3
C 2.710 4.479 0.269 -0.3 0.0 -0.2
C 1.129 4.267 0.272 1.3 -0.6 -0.1
C 0.762 2.746 0.624 -0.4 1.9 0.3
C 0.125 2.743 2.061 -0.9 0.1 -0.4
C -0.206 1.314 2.638 0.4 1.5 -0.5
P 1.245 0.148 2.833 -1.1 -1.6 2.1
O 1.954 -0.237 1.249 -2.3 0.5 -1.3
C 0.980 -0.698 0.478 3.1 0.3 1.1
N 0.354 -1.247 -0.315 -0.9 -0.1 -0.4
C 2.580 1.074 3.832 3.5 0.8 2.5
O 2.809 2.294 3.711 -1.3 -0.1 -1.3
O 3.231 0.375 4.695 -2.3 -0.3 -2.2
H 3.098 4.707 1.293 -0.3 -0.1 -0.9
H 3.251 3.559 -0.083 -0.6 0.7 0.3
H 2.981 5.285 -0.468 -0.2 -0.5 0.9
H 0.796 4.518 -0.768 -0.1 -0.1 1.0
H 0.679 4.955 1.039 0.2 -0.5 -1.0
H 1.717 2.179 0.539 -1.0 0.0 0.1
H -0.018 2.448 -0.126 0.8 -0.3 0.7
H -0.866 3.283 1.959 0.9 -0.4 0.0
H 0.723 3.384 2.764 -0.2 -1.1 -0.6
H -1.054 0.833 2.071 1.0 0.3 0.4
H -0.610 1.473 3.681 0.6 -0.5 -0.8
C -2.903 -2.598 0.203 0.5 -0.1 -0.5
C -4.258 -3.224 0.391 -0.3 -0.3 -0.3
O -4.544 -2.955 1.759 0.2 0.2 0.0
C -3.808 -1.867 2.122 0.1 0.3 0.3
O -3.939 -1.281 3.148 -0.1 -0.1 -0.2
O -2.909 -1.539 1.157 -0.5 -0.2 0.2
H -2.757 -2.212 -0.804 0.1 0.2 0.2
H -2.088 -3.284 0.441 0.0 0.1 0.0
H -5.026 -2.754 -0.230 0.0 0.0 0.0
H -4.254 -4.296 0.198 -0.1 0.0 0.2
C 1.352 -3.405 -3.728 0.4 -0.3 0.4
C 1.079 -1.935 -3.865 0.2 0.6 0.5
O 0.411 -1.850 -5.124 -0.1 -0.6 -0.1
C -0.145 -3.065 -5.368 -0.2 0.0 -0.3
O -0.911 -3.289 -6.252 0.1 0.0 0.2
O 0.285 -3.994 -4.471 -0.1 0.3 -0.3
H 1.335 -3.738 -2.691 -0.2 -0.1 -0.1
H 2.302 -3.700 -4.180 -0.1 0.0 0.0
H 0.414 -1.558 -3.085 0.1 -0.1 0.0
H 1.991 -1.340 -3.869 -0.1 0.0 -0.2
```
Positions in Å, forces in eV/Å.

Values from the calculation:
E (a.u.): -1580.0713
HOMO energy (eV): -4.6
Charge: -1


# 3
This record from the Open Molecules 2025 dataset describes 2 unconnected molecules or ions with the total composition H4I2Si2. The level of theory is wB97M-V/def2-TZVPD.

```
8
Properties=species:S:1:pos:R:3:forces:R:3
Si -1.472 -0.279 1.005 1.1 -0.5 -1.7
Si 1.539 0.077 -1.103 -2.0 1.1 2.3
I -2.991 1.472 0.218 0.1 -0.2 0.4
I 2.827 1.282 0.597 0.1 -0.2 -0.6
H -0.925 -0.311 2.371 -0.3 0.3 0.2
H -2.050 -1.622 0.644 0.1 0.5 0.2
H 1.833 -1.249 -1.355 0.9 -2.0 0.0
H 1.240 0.630 -2.377 0.0 1.0 -0.8
```
Positions in Å, forces in eV/Å.

Values from the calculation:
E (a.u.): -1176.6972
HOMO energy (alpha / beta) (eV): -7.6 / -7.6
Charge: 0
Relative energy (zero: lowest compared OMol25 entry of this formula, charge and spin) (kcal/mol): 65.7


# 4
This record from the Open Molecules 2025 dataset describes a molecular structure, C3H5NO2. The level of theory is wB97M-V/def2-TZVPD.

```
11
Properties=species:S:1:pos:R:3:forces:R:3
C -1.906 0.233 -0.250 -0.1 0.0 0.0
C -0.670 -0.622 -0.184 -0.3 -0.3 -0.2
O -0.590 -1.780 -0.463 0.0 0.5 0.1
O 0.412 0.149 0.225 0.1 0.0 0.0
C 1.511 -0.505 0.700 -0.1 0.3 0.1
N 2.568 0.264 0.900 -0.3 -0.2 0.0
H -2.162 0.590 0.751 0.1 0.0 -0.1
H -1.724 1.110 -0.875 0.0 -0.1 0.1
H -2.736 -0.347 -0.655 0.2 0.0 0.1
H 2.667 -0.823 0.282 0.4 0.0 -0.1
H 2.489 1.242 0.568 -0.1 -0.2 -0.1
```
Positions in Å, forces in eV/Å.

Values from the calculation:
E (a.u.): -322.4292
HOMO energy (eV): -9.5
Charge: 0
Relative energy (zero: lowest compared OMol25 entry of this formula, charge and spin) (kcal/mol): 91.1


# 5
This record from the Open Molecules 2025 dataset describes a molecular structure, C39H44N4O6SbSr. The level of theory is wB97M-V/def2-TZVPD.

```
95
Properties=species:S:1:pos:R:3:forces:R:3
Sr 0.208 -0.512 0.323 -3.1 0.0 -2.9
C -2.769 2.998 1.536 -0.3 -0.3 0.4
C -2.575 3.182 0.164 -0.4 -0.1 -0.6
C -3.212 2.114 -0.522 0.3 0.3 0.3
C -3.792 1.266 0.444 0.2 -0.2 -0.1
C -3.519 1.804 1.715 0.3 0.3 0.2
C -4.018 1.327 3.052 0.1 0.2 -0.2
C -4.638 0.053 0.161 0.0 0.2 0.0
C -3.335 2.023 -2.015 -0.1 0.1 0.2
C -1.814 4.273 -0.537 -0.1 -0.3 0.2
C -2.310 3.852 2.685 0.0 -0.1 -0.2
H -3.193 1.095 3.741 -0.1 0.0 0.1
H -4.636 0.431 2.951 0.0 0.1 0.1
H -4.629 2.100 3.537 0.0 -0.1 0.1
H -4.461 -0.314 -0.852 0.0 0.0 0.0
H -5.709 0.273 0.246 0.0 -0.1 0.0
H -4.421 -0.772 0.849 0.0 0.0 0.0
H -3.597 1.016 -2.344 0.0 0.0 -0.1
H -2.402 2.306 -2.510 0.0 0.0 -0.1
H -4.118 2.693 -2.396 0.1 0.0 -0.1
H -0.884 3.889 -0.985 0.1 0.1 0.0
H -1.560 5.099 0.141 0.0 0.1 0.0
H -2.405 4.702 -1.352 0.1 0.1 0.0
H -1.469 3.396 3.230 0.0 0.1 0.1
H -3.112 3.994 3.417 0.0 0.1 0.0
H -1.994 4.848 2.355 0.0 0.0 0.1
O -2.182 0.313 -6.781 0.0 0.0 -0.1
C -2.743 -0.447 -5.976 0.1 0.1 0.5
O -3.714 -1.213 -6.085 0.0 0.0 -0.1
C -2.109 -0.426 -4.540 0.0 -0.1 -0.3
C -2.526 -1.305 -3.555 0.0 0.0 0.2
C -1.884 -1.304 -2.323 -0.1 0.2 -0.3
N -0.897 -0.453 -2.029 -0.1 -0.1 -0.3
C -0.502 0.408 -2.968 -0.3 -0.2 -0.2
C -1.068 0.432 -4.238 0.1 0.1 0.1
C 0.616 1.307 -2.600 0.2 0.1 0.1
C 0.888 2.464 -3.331 0.0 0.1 0.0
C 1.966 3.253 -2.978 0.0 -0.1 0.1
C 2.754 2.865 -1.904 0.1 0.1 0.0
C 2.410 1.710 -1.228 0.0 0.0 -0.1
N 1.365 0.947 -1.547 0.2 0.3 -0.4
C -2.179 -2.340 -1.303 0.0 -0.2 0.1
C -3.356 -3.086 -1.295 0.0 0.0 0.0
C -3.477 -4.135 -0.402 0.1 0.1 0.0
C -2.411 -4.443 0.431 0.0 0.0 0.0
C -1.292 -3.628 0.385 -0.1 -0.1 0.0
N -1.192 -2.584 -0.433 -0.1 -0.3 -0.1
H -3.324 -1.994 -3.798 0.0 0.0 0.0
H -0.718 1.081 -5.030 0.0 0.0 0.0
H 0.257 2.747 -4.159 0.0 0.0 0.0
H 2.192 4.153 -3.535 0.0 0.0 0.0
H 3.613 3.447 -1.600 0.0 0.0 0.0
H 3.007 1.372 -0.388 0.0 0.0 0.0
H -4.163 -2.844 -1.971 0.0 0.0 0.0
H -4.390 -4.716 -0.362 0.0 0.0 0.0
H -2.446 -5.290 1.103 0.0 0.0 0.0
H -0.428 -3.819 1.016 0.0 0.0 0.0
O 0.684 3.705 1.632 0.3 0.0 0.1
C 0.744 2.395 1.458 -1.1 0.8 -0.5
O -0.093 1.794 0.819 0.3 0.8 0.5
C 1.876 1.684 2.074 0.9 -0.6 0.5
C 2.872 2.185 2.898 -0.4 0.2 -0.3
C 3.811 1.290 3.397 0.2 -0.3 0.0
C 3.739 -0.060 3.075 0.0 0.3 0.0
C 2.721 -0.466 2.221 -0.2 -0.1 0.0
N 1.832 0.389 1.750 1.4 1.2 1.1
C 2.325 -1.891 1.833 0.5 -0.9 0.4
O 2.464 -2.753 2.706 0.3 0.2 -0.1
O 1.769 -2.002 0.703 1.8 -1.2 0.5
H -0.164 3.995 1.233 0.0 0.0 0.0
H 2.891 3.240 3.136 0.0 0.0 0.1
H 4.596 1.640 4.054 0.0 0.0 0.0
H 4.438 -0.783 3.470 0.0 0.0 0.0
C -0.251 -3.508 5.691 0.0 0.0 -0.1
C -0.266 -3.564 4.168 0.1 0.3 -0.1
Sb -0.575 -1.664 3.141 -1.1 -0.4 1.6
C 0.045 -0.265 4.710 -0.1 -0.2 -0.2
C -0.897 0.012 5.875 0.0 0.0 0.0
C -2.764 -1.776 3.253 0.3 0.2 -0.1
C -3.492 -1.810 4.590 0.1 0.0 0.0
H -0.028 -4.494 6.108 0.0 0.0 0.0
H -1.209 -3.187 6.100 0.0 0.0 0.0
H 0.519 -2.821 6.046 0.0 0.0 0.1
H -1.053 -4.229 3.805 0.0 0.0 0.0
H 0.691 -3.927 3.798 0.0 -0.1 -0.1
H 0.264 0.666 4.182 0.0 0.0 0.0
H 1.001 -0.666 5.060 0.0 0.0 0.0
H -1.780 0.556 5.539 0.0 0.0 0.0
H -0.403 0.625 6.635 0.0 0.0 0.0
H -1.228 -0.908 6.356 0.0 0.0 0.0
H -2.975 -2.692 2.694 0.1 0.0 -0.1
H -3.122 -0.944 2.645 0.1 -0.1 0.0
H -3.121 -2.610 5.234 0.0 0.0 0.0
H -4.560 -1.985 4.432 0.0 0.0 0.0
H -3.394 -0.867 5.125 0.0 -0.1 0.0
```
Positions in Å, forces in eV/Å.

Values from the calculation:
E (a.u.): -2454.1348
HOMO energy (eV): -3.0
Charge: -1
Relative energy (zero: lowest compared OMol25 entry of this formula, charge and spin) (kcal/mol): 38.8


# 6
This record from the Open Molecules 2025 dataset describes a molecular structure, C2H3O2Sc. The level of theory is wB97M-V/def2-TZVPD.

```
8
Properties=species:S:1:pos:R:3:forces:R:3
O 1.482 2.366 0.759 0.6 -1.1 -0.8
Sc 1.516 0.345 0.261 -0.6 0.2 0.5
O 2.407 2.158 -0.172 -0.9 0.0 0.4
C -1.390 -0.661 -0.237 0.2 -0.1 -0.8
C -0.117 -1.051 -0.009 0.0 0.6 -0.1
H -2.249 -1.342 -0.152 0.4 0.3 0.1
H -1.624 0.300 -0.712 0.0 -0.1 0.5
H -0.025 -2.115 0.262 0.2 0.3 0.1
```
Positions in Å, forces in eV/Å.

Values from the calculation:
E (a.u.): -988.7714
Multiplicity: 2
HOMO energy (alpha / beta) (eV): -14.4 / -14.4
Charge: +1
Relative energy (zero: lowest compared OMol25 entry of this formula, charge and spin) (kcal/mol): 25.3